Record 1
Entry from OMol25: one molecule with the formula C3H8ClO2P at a distorted geometry (wB97M-V/def2-TZVPD).

LUMO level: 0.0316 Eh
multiplicity: 1
SMILES: CC(C)OP(O)Cl
charge: 0
E: -29147.564 eV
frontier orbital gap: 10.4 eV

Positions of all 15 atoms, in Å:
C  -0.309  -0.827  1.033
C  -0.365  0.378  0.093
C  1.109  0.799  -0.327
O  -1.002  0.053  -1.078
P  -0.445  -0.067  -2.691
O  -1.582  -1.074  -3.190
Cl  -1.059  1.819  -3.189
H  0.540  -1.332  0.741
H  -0.261  -0.625  2.010
H  -1.096  -1.448  0.868
H  -1.037  1.000  0.726
H  1.645  0.026  -0.917
H  1.677  1.049  0.550
H  1.059  1.766  -0.726
H  -2.455  -0.840  -2.976

Record 2
Entry from OMol25: a 2-piece molecular cluster, C3H8ClP overall at a distorted geometry (wB97M-V/def2-TZVPD).

LUMO level (alpha / beta): 0.0383 / -0.0398 Eh
⟨S²⟩: 2.01
multiplicity: 3
charge: 0
E: -25048.368 eV
frontier orbital gap (alpha / beta): 8.3 / 8.7 eV

Positions of all 13 atoms, in Å:
C  0.592  0.479  -1.171
C  1.887  -0.053  -1.663
C  -1.358  -0.781  2.207
P  -1.093  0.918  1.429
Cl  -2.764  1.037  0.338
H  -0.231  0.115  -1.783
H  0.429  1.567  -0.966
H  2.756  0.665  -1.478
H  1.901  0.289  -2.826
H  2.074  -1.124  -1.564
H  -2.405  -0.813  2.725
H  -1.063  -1.699  1.622
H  -0.724  -0.601  3.130

Record 3
Entry from OMol25: C3H8CoFO4PS as an isolated structure at a distorted geometry (wB97M-V/def2-TZVPD).

LUMO level (alpha / beta): -0.4357 / -0.4840 Eh
⟨S²⟩: 3.76
multiplicity: 4
charge: +2
E: -71874.505 eV
frontier orbital gap (alpha / beta): 6.2 / 4.8 eV

Positions of all 19 atoms, in Å:
C  1.719  1.119  0.277
C  2.219  -0.167  -0.430
S  0.879  -1.119  -1.254
C  -0.432  -1.415  0.024
O  -1.671  -1.161  -0.523
P  -2.417  0.269  -0.072
O  -3.775  0.150  -0.441
O  -2.221  0.546  1.487
O  -1.713  1.557  -0.847
F  -2.541  1.949  -1.871
H  0.874  1.600  -0.223
H  2.544  1.836  0.283
H  1.492  0.885  1.321
H  2.946  0.082  -1.209
H  2.713  -0.810  0.327
H  -0.241  -0.931  0.993
H  -0.422  -2.552  0.221
H  -1.436  1.111  1.623
Co  1.483  -2.947  0.313

Record 4
Entry from OMol25: C3H8CuO3 as an isolated structure at a distorted geometry (wB97M-V/def2-TZVPD).

LUMO level (alpha / beta): -0.1624 / -0.2650 Eh
⟨S²⟩: 2.02
multiplicity: 3
charge: +1
E: -54010.697 eV
frontier orbital gap (alpha / beta): 10.9 / 7.3 eV

Positions of all 15 atoms, in Å:
H  -2.644  1.066  1.318
O  -2.834  1.257  0.178
O  -1.355  -0.488  1.339
C  -0.007  -0.507  1.574
C  0.830  -0.620  0.311
O  0.153  0.101  -0.712
C  0.953  0.380  -1.864
Cu  -1.748  0.071  -0.581
H  0.262  -1.254  2.338
H  0.177  0.486  2.059
H  0.950  -1.671  0.007
H  1.825  -0.188  0.482
H  0.341  0.965  -2.557
H  1.830  0.963  -1.560
H  1.269  -0.562  -2.332

Record 5
Entry from OMol25: C3H8F3O3STl as an isolated structure at a distorted geometry (wB97M-V/def2-TZVPD).

LUMO level: -0.2637 Eh
multiplicity: 1
charge: 0
E: -33054.527 eV
frontier orbital gap: 4.5 eV

Positions of all 19 atoms, in Å:
Tl  -2.186  -0.437  4.009
F  -2.824  -2.504  5.845
F  -1.557  2.361  4.503
F  0.285  -1.849  3.408
O  -1.089  -0.398  1.309
S  -0.491  -0.831  0.047
O  -1.115  -1.784  -0.863
O  -0.296  0.576  -0.894
C  0.301  0.515  -2.262
C  0.549  1.966  -2.800
C  1.230  -1.119  0.385
H  -0.278  -0.043  -2.998
H  1.334  0.167  -2.263
H  1.367  2.486  -2.302
H  -0.382  2.502  -2.615
H  0.729  1.893  -3.872
H  1.614  -0.209  0.847
H  1.665  -1.356  -0.586
H  1.142  -1.937  1.100

Record 6
Entry from OMol25: C3H8FN as an isolated structure at a distorted geometry (wB97M-V/def2-TZVPD).

LUMO level: 0.0301 Eh
multiplicity: 1
charge: 0
E: -7444.520 eV
frontier orbital gap: 9.8 eV

Positions of all 13 atoms, in Å:
C  0.456  1.320  -0.075
C  0.433  -0.049  0.429
C  -0.789  -0.786  -0.102
H  -0.405  1.705  0.278
H  0.473  1.132  -1.121
H  1.269  1.967  0.249
H  0.524  -0.123  1.562
H  1.911  0.023  -1.140
H  2.202  -0.969  0.876
H  -0.487  -1.316  -1.179
H  -0.772  -1.591  0.537
N  1.564  -0.679  -0.197
F  -1.807  0.112  -0.022

Record 7
Entry from OMol25: C3H8FNO2Si as an isolated structure at a distorted geometry (wB97M-V/def2-TZVPD).

LUMO level: 0.0272 Eh
multiplicity: 1
charge: 0
E: -19417.293 eV
frontier orbital gap: 10.8 eV

Positions of all 16 atoms, in Å:
C  -0.032  0.989  0.609
C  -0.320  -0.622  -1.594
C  0.748  0.567  -1.495
N  -0.540  1.683  1.601
O  0.221  -0.190  1.109
O  0.172  1.464  -0.602
F  -1.103  2.928  1.457
Si  -0.252  -0.048  2.718
H  -0.346  -0.975  -0.505
H  -1.356  -0.421  -1.849
H  -0.005  -1.382  -2.330
H  0.934  1.157  -2.482
H  1.671  0.158  -1.102
H  -0.035  -1.417  2.765
H  -1.674  0.206  2.999
H  0.621  0.625  3.858

Record 8
Entry from OMol25: a 2-piece molecular cluster, C3H8FNS overall at a distorted geometry (wB97M-V/def2-TZVPD).

LUMO level: 0.0180 Eh
multiplicity: 1
charge: 0
E: -18277.316 eV
frontier orbital gap: 8.8 eV

Positions of all 14 atoms, in Å:
C  0.219  -0.421  1.308
C  -0.534  -0.235  0.071
C  -0.448  1.057  -0.556
H  1.303  -0.855  -0.309
H  2.219  -1.085  1.315
H  0.152  0.642  1.793
H  -0.060  -1.457  1.903
H  -1.580  -0.832  -0.153
H  -0.255  2.337  0.108
H  0.614  0.990  -1.155
H  -1.647  0.073  -2.407
N  1.418  -0.390  0.810
F  0.334  -1.148  -0.941
S  -1.735  1.324  -1.786

Question: multiplicity of number 4 (C3H8CuO3)?
Answer: 3

Question: Which value of E does entry 5 give?
Answer: -33054.527 eV

Question: Among the records above, which one has the highest multiplicity?
Answer: C3H8CoFO4PS